1.
C23H32N6O6S | ωB97M-V with the def2-TZVPD basis set

Each atom is followed by the atoms it is bonded to, with distances in Å.
CARTESIAN COORDINATES (ANGSTROEM)
1 C -2.61 -1.08 1.57  N2 1.485, H5 1.082, H6 1.089, H7 1.086
2 N -2.07 0.07 2.34  C1 1.485, O3 1.222, O4 1.206
3 O -2.02 -0.02 3.55  N2 1.222
4 O -1.69 1.03 1.71  N2 1.206
5 H -3.01 -1.80 2.27  C1 1.082
6 H -1.76 -1.48 1.01  C1 1.089
7 H -3.36 -0.69 0.89  C1 1.086
8 C 0.48 2.91 0.45  C9 1.500, O14 1.443, H15 1.088, H16 1.089
9 C -0.24 4.12 -0.06  C8 1.500, O10 1.432, H17 1.092, H18 1.087
10 O -0.05 4.02 -1.47  C9 1.432, S11 1.576
11 S 1.43 3.55 -1.78  O10 1.576, O12 1.411, O13 1.409, O14 1.599
12 O 2.31 4.64 -1.89  S11 1.411
13 O 1.37 2.58 -2.80  S11 1.409
14 O 1.67 2.86 -0.36  C8 1.443, S11 1.599
15 H -0.09 1.99 0.32  C8 1.088
16 H 0.82 2.97 1.49  C8 1.089
17 H 0.16 5.07 0.31  C9 1.092
18 H -1.31 4.12 0.14  C9 1.087
19 N -1.69 0.93 -4.24  C20 1.370, C23 1.360, H24 1.007
20 C -2.78 1.67 -4.62  N19 1.370, C21 1.365, H25 1.077
21 C -3.34 2.20 -3.49  C20 1.365, C22 1.426, H26 1.078
22 C -2.53 1.80 -2.38  C21 1.426, C23 1.368, H27 1.077
23 C -1.56 0.98 -2.89  N19 1.360, C22 1.368, H28 1.077
24 H -1.13 0.36 -4.86  N19 1.007
25 H -3.01 1.81 -5.66  C20 1.077
26 H -4.26 2.75 -3.45  C21 1.078
27 H -2.71 2.08 -1.36  C22 1.077
28 H -0.78 0.41 -2.41  C23 1.077
29 N -0.12 -4.75 4.19  C30 1.370, C33 1.367, H34 1.005
30 C 0.21 -5.72 3.27  N29 1.370, C31 1.367, H35 1.076
31 C 1.51 -5.53 2.92  C30 1.367, C32 1.422, H36 1.077
32 C 1.99 -4.40 3.64  C31 1.422, C33 1.372, H37 1.077
33 C 0.95 -3.93 4.39  N29 1.367, C32 1.372, H38 1.077
34 H -1.00 -4.65 4.67  N29 1.005
35 H -0.51 -6.46 2.97  C30 1.076
36 H 2.06 -6.14 2.23  C31 1.077
37 H 2.98 -3.96 3.63  C32 1.077
38 H 0.87 -3.08 5.05  C33 1.077
39 N -0.67 -1.83 -5.67  C40 1.371, C43 1.370, H44 1.004
40 C 0.11 -1.69 -4.55  N39 1.371, C41 1.371, H45 1.076
41 C 1.08 -0.76 -4.82  C40 1.371, C42 1.424, H46 1.077
42 C 0.86 -0.31 -6.16  C41 1.424, C43 1.373, H47 1.077
43 C -0.23 -0.99 -6.65  N39 1.370, C42 1.373, H48 1.076
44 H -1.50 -2.39 -5.73  N39 1.004
45 H -0.14 -2.29 -3.69  C40 1.076
46 H 1.96 -0.51 -4.25  C41 1.077
47 H 1.45 0.41 -6.69  C42 1.077
48 H -0.71 -0.89 -7.61  C43 1.076
49 N 0.65 1.71 4.47  C50 1.370, C53 1.366, H54 1.006
50 C 1.93 1.72 4.00  N49 1.370, C51 1.375, H55 1.076
51 C 2.27 3.03 3.75  C50 1.375, C52 1.418, H56 1.079
52 C 1.17 3.84 4.13  C51 1.418, C53 1.373, H57 1.077
53 C 0.19 2.99 4.57  N49 1.366, C52 1.373, H58 1.077
54 H 0.08 0.88 4.54  N49 1.006
55 H 2.52 0.83 3.85  C50 1.076
56 H 3.30 3.26 3.50  C51 1.079
57 H 1.08 4.91 4.12  C52 1.077
58 H -0.83 3.20 4.85  C53 1.077
59 N 1.13 -2.30 1.39  C60 1.371, C63 1.362, H64 1.011
60 C 0.40 -2.61 0.27  N59 1.371, C61 1.372, H65 1.077
61 C 0.53 -1.55 -0.61  C60 1.372, C62 1.415, H66 1.077
62 C 1.35 -0.59 0.02  C61 1.415, C63 1.372, H67 1.078
63 C 1.68 -1.06 1.26  N59 1.362, C62 1.372, H68 1.075
64 H 1.10 -2.85 2.24  N59 1.011
65 H -0.09 -3.56 0.24  C60 1.077
66 H 0.11 -1.52 -1.60  C61 1.077
67 H 1.74 0.31 -0.44  C62 1.078
68 H 2.32 -0.60 1.99  C63 1.075

## Properties
Energy relative to the best compared isomer or geometry (same formula, charge and spin) = 0.0 kcal per mole
Structure (SMILES) = C[N+](=O)[O-].O=S1(=O)OCCO1.c1cc[nH]c1.c1cc[nH]c1.c1cc[nH]c1.c1cc[nH]c1.c1cc[nH]c1
LUMO level = -0.00199 hartree
Charge = 0

Löwdin population analysis, charges in e, atoms 1 to 2: number 1, C, carries 0.062; number 2, N, carries -0.427

2.
C46H105NO22 | ωB97M-V with the def2-TZVPD basis set

Each atom is followed by the atoms it is bonded to, with distances in Å.
CARTESIAN COORDINATES (ANGSTROEM)
1 C 19.99 -12.66 20.19  C2 1.389, C6 1.387, H10 1.080
2 C 19.61 -11.35 19.94  C1 1.389, C3 1.427, H11 1.080
3 C 19.79 -10.77 18.65  C2 1.427, C4 1.400, H12 1.080
4 C 20.49 -11.50 17.68  C3 1.400, C5 1.403, N7 1.467
5 C 20.94 -12.79 18.01  C4 1.403, C6 1.370, H13 1.080
6 C 20.71 -13.36 19.23  C1 1.387, C5 1.370, H14 1.080
7 N 20.76 -10.91 16.37  C4 1.467, O8 1.207, O9 1.249
8 O 20.41 -9.80 16.04  N7 1.207
9 O 21.45 -11.63 15.61  N7 1.249
10 H 19.83 -13.09 21.16  C1 1.080
11 H 19.13 -10.70 20.66  C2 1.080
12 H 19.31 -9.82 18.44  C3 1.080
13 H 21.37 -13.42 17.24  C5 1.080
14 H 21.13 -14.33 19.46  C6 1.080
15 C 21.19 -3.43 11.48  O16 1.462, H21 1.090, H22 1.090, H23 1.090
16 O 21.60 -2.17 10.85  C15 1.462, C17 1.430
17 C 22.76 -2.26 10.03  O16 1.430, C18 1.522, H24 1.090, H25 1.090
18 C 23.33 -0.98 9.43  C17 1.522, O19 1.503, H26 1.090, H27 1.090
19 O 24.08 -0.16 10.45  C18 1.503, C20 1.397
20 C 25.29 -0.61 10.97  O19 1.397, H28 1.090, H29 1.090, H30 1.090
21 H 21.36 -4.32 10.87  C15 1.090
22 H 20.14 -3.37 11.75  C15 1.090
23 H 21.66 -3.71 12.42  C15 1.090
24 H 22.54 -2.96 9.22  C17 1.090
25 H 23.50 -2.85 10.57  C17 1.090
26 H 22.59 -0.28 9.04  C18 1.090
27 H 24.00 -1.25 8.62  C18 1.090
28 H 25.92 -0.88 10.12  C20 1.090
29 H 25.13 -1.53 11.52  C20 1.090
30 H 25.90 0.15 11.48  C20 1.090
31 C 21.38 -20.11 9.96  O32 1.432, H37 1.090, H38 1.090, H39 1.090
32 O 21.97 -20.26 11.26  C31 1.432, C33 1.460
33 C 21.46 -21.42 11.98  O32 1.460, C34 1.542, H40 1.090, H41 1.090
34 C 22.11 -21.66 13.36  C33 1.542, O35 1.453, H42 1.090, H43 1.090
35 O 21.84 -20.71 14.43  C34 1.453, C36 1.417
36 C 22.42 -19.43 14.28  O35 1.417, H44 1.090, H45 1.090, H46 1.090
37 H 21.90 -19.40 9.32  C31 1.090
38 H 20.34 -19.78 10.03  C31 1.090
39 H 21.37 -21.04 9.40  C31 1.090
40 H 21.63 -22.37 11.46  C33 1.090
41 H 20.40 -21.37 12.21  C33 1.090
42 H 23.20 -21.64 13.30  C34 1.090
43 H 21.69 -22.62 13.66  C34 1.090
44 H 21.86 -18.89 13.52  C36 1.090
45 H 23.48 -19.52 14.01  C36 1.090
46 H 22.30 -18.94 15.24  C36 1.090
47 C 23.59 -8.31 8.82  O48 1.381, H53 1.090, H54 1.090, H55 1.090
48 O 24.51 -7.29 9.02  C47 1.381, C49 1.450
49 C 25.65 -7.75 9.79  O48 1.450, C50 1.505, H56 1.090, H57 1.090
50 C 26.50 -6.58 10.19  C49 1.505, O51 1.434, H58 1.090, H59 1.090
51 O 26.84 -5.67 9.14  C50 1.434, C52 1.487
52 C 27.66 -6.35 8.10  O51 1.487, H60 1.090, H61 1.090, H62 1.090
53 H 23.97 -9.11 8.19  C47 1.090
54 H 22.70 -7.89 8.35  C47 1.090
55 H 23.37 -8.82 9.76  C47 1.090
56 H 26.16 -8.54 9.24  C49 1.090
57 H 25.23 -8.31 10.63  C49 1.090
58 H 27.38 -6.84 10.78  C50 1.090
59 H 25.89 -5.97 10.87  C50 1.090
60 H 26.94 -6.79 7.40  C52 1.090
61 H 28.40 -7.02 8.52  C52 1.090
62 H 28.30 -5.70 7.51  C52 1.090
63 C 17.13 -3.40 23.54  O64 1.460, H69 1.090, H70 1.090, H71 1.090
64 O 17.40 -4.67 24.20  C63 1.460, C65 1.437
65 C 16.17 -5.31 24.58  O64 1.437, C66 1.493, H72 1.090, H73 1.090
66 C 16.45 -6.46 25.49  C65 1.493, O67 1.417, H74 1.090, H75 1.090
67 O 17.38 -7.32 24.85  C66 1.417, C68 1.449
68 C 17.77 -8.43 25.69  O67 1.449, H76 1.090, H77 1.090, H78 1.090
69 H 16.91 -3.64 22.50  C63 1.090
70 H 17.96 -2.70 23.53  C63 1.090
71 H 16.23 -2.91 23.92  C63 1.090
72 H 15.70 -5.63 23.65  C65 1.090
73 H 15.50 -4.67 25.16  C65 1.090
74 H 15.50 -6.88 25.80  C66 1.090
75 H 16.96 -6.07 26.37  C66 1.090
76 H 18.57 -9.00 25.21  C68 1.090
77 H 16.96 -9.11 25.95  C68 1.090
78 H 18.28 -8.12 26.60  C68 1.090
79 C 13.50 -13.30 21.55  O80 1.409, H85 1.090, H86 1.090, H87 1.090
80 O 13.91 -14.36 22.38  C79 1.409, C81 1.390
81 C 13.19 -14.63 23.54  O80 1.390, C82 1.552, H88 1.090, H89 1.090
82 C 13.70 -15.83 24.39  C81 1.552, O83 1.397, H90 1.090, H91 1.090
83 O 12.70 -16.02 25.35  C82 1.397, C84 1.446
84 C 13.19 -16.89 26.40  O83 1.446, H92 1.090, H93 1.090, H94 1.090
85 H 13.89 -13.62 20.59  C79 1.090
86 H 13.96 -12.37 21.88  C79 1.090
87 H 12.41 -13.28 21.50  C79 1.090
88 H 12.17 -14.89 23.27  C81 1.090
89 H 13.15 -13.73 24.16  C81 1.090
90 H 14.66 -15.50 24.80  C82 1.090
91 H 13.73 -16.77 23.84  C82 1.090
92 H 14.04 -16.53 26.98  C84 1.090
93 H 13.36 -17.92 26.10  C84 1.090
94 H 12.39 -16.81 27.14  C84 1.090
95 C 24.50 -5.77 18.50  O96 1.435, H101 1.090, H102 1.090, H103 1.090
96 O 23.07 -5.71 18.32  C95 1.435, C97 1.469
97 C 22.68 -4.32 18.09  O96 1.469, C98 1.522, H104 1.090, H105 1.090
98 C 21.17 -4.12 18.20  C97 1.522, O99 1.467, H106 1.090, H107 1.090
99 O 20.72 -2.74 18.39  C98 1.467, C100 1.465
100 C 21.16 -1.83 17.33  O99 1.465, H108 1.090, H109 1.090, H110 1.090
101 H 25.10 -5.15 17.84  C95 1.090
102 H 24.79 -6.81 18.33  C95 1.090
103 H 24.76 -5.54 19.53  C95 1.090
104 H 22.95 -4.00 17.09  C97 1.090
105 H 23.20 -3.66 18.78  C97 1.090
106 H 20.93 -4.49 19.20  C98 1.090
107 H 20.62 -4.57 17.38  C98 1.090
108 H 20.42 -1.03 17.26  C100 1.090
109 H 21.33 -2.33 16.38  C100 1.090
110 H 22.15 -1.43 17.53  C100 1.090
111 C 21.98 -14.70 9.56  O112 1.439, H117 1.090, H118 1.090, H119 1.090
112 O 23.18 -15.00 8.82  C111 1.439, C113 1.465
113 C 24.44 -14.63 9.47  O112 1.465, C114 1.511, H120 1.090, H121 1.090
114 C 25.63 -14.65 8.54  C113 1.511, O115 1.458, H122 1.090, H123 1.090
115 O 25.69 -13.60 7.53  C114 1.458, C116 1.418
116 C 24.73 -13.79 6.50  O115 1.418, H124 1.090, H125 1.090, H126 1.090
117 H 22.03 -13.61 9.60  C111 1.090
118 H 21.96 -15.11 10.57  C111 1.090
119 H 21.13 -15.15 9.06  C111 1.090
120 H 24.59 -15.28 10.32  C113 1.090
121 H 24.42 -13.59 9.81  C113 1.090
122 H 25.77 -15.65 8.13  C114 1.090
123 H 26.48 -14.58 9.22  C114 1.090
124 H 24.98 -13.14 5.67  C116 1.090
125 H 23.72 -13.63 6.89  C116 1.090
126 H 24.64 -14.82 6.15  C116 1.090
127 C 32.01 -12.39 10.14  O128 1.469, H133 1.090, H134 1.090, H135 1.090
128 O 31.60 -13.61 10.84  C127 1.469, C129 1.376
129 C 31.84 -13.63 12.20  O128 1.376, C130 1.581, H136 1.090, H137 1.090
130 C 31.13 -12.46 12.99  C129 1.581, O131 1.414, H138 1.090, H139 1.090
131 O 29.73 -12.57 12.84  C130 1.414, C132 1.480
132 C 29.11 -11.48 13.64  O131 1.480, H140 1.090, H141 1.090, H142 1.090
133 H 32.81 -11.84 10.63  C127 1.090
134 H 31.15 -11.72 10.08  C127 1.090
135 H 32.36 -12.71 9.16  C127 1.090
136 H 32.89 -13.62 12.47  C129 1.090
137 H 31.35 -14.53 12.57  C129 1.090
138 H 31.47 -11.45 12.75  C130 1.090
139 H 31.33 -12.67 14.04  C130 1.090
140 H 28.03 -11.52 13.52  C132 1.090
141 H 29.28 -10.53 13.13  C132 1.090
142 H 29.35 -11.41 14.70  C132 1.090
143 C 12.04 -3.28 19.55  O144 1.430, H149 1.090, H150 1.090, H151 1.090
144 O 13.05 -4.16 19.05  C143 1.430, C145 1.434
145 C 13.44 -3.86 17.70  O144 1.434, C146 1.499, H152 1.090, H153 1.090
146 C 14.33 -4.88 17.07  C145 1.499, O147 1.452, H154 1.090, H155 1.090
147 O 13.69 -6.15 16.76  C146 1.452, C148 1.446
148 C 14.57 -7.27 16.53  O147 1.446, H156 1.090, H157 1.090, H158 1.090
149 H 11.66 -3.52 20.54  C143 1.090
150 H 11.15 -3.27 18.92  C143 1.090
151 H 12.38 -2.24 19.52  C143 1.090
152 H 13.97 -2.92 17.79  C145 1.090
153 H 12.56 -3.79 17.05  C145 1.090
154 H 15.11 -5.08 17.81  C146 1.090
155 H 14.84 -4.46 16.20  C146 1.090
156 H 14.24 -7.82 15.65  C148 1.090
157 H 14.65 -7.97 17.37  C148 1.090
158 H 15.59 -6.97 16.31  C148 1.090
159 C 19.61 -19.22 28.56  O160 1.459, H165 1.090, H166 1.090, H167 1.090
160 O 20.44 -18.07 28.22  C159 1.459, C161 1.444
161 C 19.87 -16.75 28.39  O160 1.444, C162 1.568, H168 1.090, H169 1.090
162 C 20.76 -15.68 27.66  C161 1.568, O163 1.426, H170 1.090, H171 1.090
163 O 20.96 -16.03 26.29  C162 1.426, C164 1.438
164 C 22.12 -16.79 25.93  O163 1.438, H172 1.090, H173 1.090, H174 1.090
165 H 19.04 -19.19 29.49  C159 1.090
166 H 20.11 -20.18 28.47  C159 1.090
167 H 18.94 -19.24 27.70  C159 1.090
168 H 20.02 -16.69 29.47  C161 1.090
169 H 18.83 -16.70 28.09  C161 1.090
170 H 21.68 -15.47 28.21  C162 1.090
171 H 20.14 -14.79 27.67  C162 1.090
172 H 22.20 -17.08 24.88  C164 1.090
173 H 22.11 -17.70 26.54  C164 1.090
174 H 23.01 -16.23 26.22  C164 1.090

## Properties
Energy relative to the best compared isomer or geometry (same formula, charge and spin) = 108.7 kcal per mole
Structure (SMILES) = O=[N+]([O-])c1ccccc1.COCCOC.COCCOC.COCCOC.COCCOC.COCCOC.COCCOC.COCCOC.COCCOC.COCCOC.COCCOC
LUMO level = -0.01996 hartree
Charge = 0

Löwdin population analysis, charges in e, atoms 1 to 2: number 1, C, carries -0.072; number 2, C, carries -0.054

Per-record HOMO, eV: -7.802; -9.482
Per-record gap between HOMO and LUMO, eV: 7.748; 8.939